A cluster of 3 separate species, C3H10O2 in total. Source: the Open Molecules 2025 dataset; level of theory: wB97M-V/def2-TZVPD.

Last column: Löwdin charge in e.
Cartesian coordinates (Å):
C: 0.5458 -0.8416 -0.5337  -0.1296
C: 0.2834 -1.3366 0.8648  -0.2492
C: -0.8512 -1.9363 1.1637  -0.0250
H: 1.4189 -0.3641 -0.6222  0.0181
H: 0.3667 -1.7286 -1.2163  0.1080
H: -0.2294 -0.2150 -0.9050  0.0528
H: 1.1906 -1.5124 1.4953  0.1114
H: -1.0122 -2.3195 2.1583  0.0436
H: -1.7805 -2.0576 0.6383  0.0599
H: 0.8855 1.2174 1.1539  0.1500
H: -0.3842 1.9246 1.0050  -0.0151
O: 0.3212 1.8245 0.4612  -0.0672
H: 0.1885 2.1983 -2.4880  0.0250
H: -0.4100 2.5461 -1.1407  -0.0690
O: -0.5332 2.6009 -2.0347  -0.0138

Values from the calculation:
2S+1 = 1
HOMO-LUMO gap = 10.346 eV
highest occupied orbital energy = -9.79 eV
SMILES string = C=CC.O.O
total charge = 0
energy above the lowest of the compared OMol25 structures with the same formula, charge and spin = 45.3 kcal per mole
E = -7366.113 eV
LUMO = 0.6 eV
largest force on an atom = 0.123 Eh/bohr